No. 1
4 unconnected molecules or ions with the total composition C50H45ClF6O4 in a non-equilibrium geometry. Source: OMol25; level of theory: the ωB97M-V functional and the def2-TZVPD basis.

Geometry as ORCA input:
```
! RIJCOSX wB97M-V def2-TZVPD def2/J DEFGRID3
* xyz 0 1
C -0.883 0.206 4.789
C -2.265 0.591 4.097
C -2.286 0.340 2.556
C -1.924 1.420 1.610
C -1.470 2.836 2.126
O -0.055 2.853 2.474
C 0.720 3.029 1.331
C 1.016 4.354 0.752
C 1.803 4.503 -0.482
C 2.326 3.338 -1.225
C 2.052 2.025 -0.638
C 1.273 1.881 0.585
C -1.973 1.202 0.157
C -1.656 2.267 -0.934
C -3.055 2.919 -1.369
C -2.954 3.418 -2.848
F -1.900 4.211 -3.241
C -3.911 3.036 -3.727
F -5.153 2.720 -3.270
F -3.594 2.961 -5.057
C -2.354 -0.145 -0.326
C -2.686 -1.240 0.615
C -2.667 -1.007 2.056
C -3.017 -2.162 3.057
C -1.715 -3.011 3.461
C -1.982 -4.572 3.307
Cl -2.357 -5.425 4.879
C -3.022 -2.622 -0.048
O -3.918 -3.350 0.312
C -2.110 -2.976 -1.279
C -1.582 -4.331 -1.517
C -1.935 -5.531 -0.571
O -2.841 -6.487 -1.135
C -3.813 -5.895 -2.002
C -0.706 -4.477 -2.697
C -0.351 -3.390 -3.595
C -0.909 -2.058 -3.371
C -1.775 -1.878 -2.215
C -2.386 -0.479 -1.859
O -2.865 0.244 -2.701
H -0.526 1.080 5.404
H -0.096 -0.146 4.077
H -1.081 -0.612 5.542
H -3.064 0.013 4.639
H -2.481 1.670 4.343
H -2.009 3.065 3.079
H -1.736 3.654 1.403
H 0.641 5.296 1.213
H 2.010 5.503 -0.937
H 2.890 3.488 -2.173
H 2.429 1.113 -1.168
H 1.048 0.868 1.007
H -1.016 3.113 -0.589
H -1.187 1.785 -1.825
H -3.216 3.820 -0.712
H -3.869 2.162 -1.297
H -3.729 -2.904 2.605
H -3.546 -1.776 3.973
H -0.816 -2.719 2.866
H -1.582 -2.819 4.563
H -2.807 -4.806 2.581
H -1.065 -5.070 2.883
H -2.329 -5.157 0.414
H -0.971 -6.073 -0.378
H -4.647 -6.633 -2.168
H -4.276 -4.957 -1.597
H -3.400 -5.676 -3.032
H -0.269 -5.486 -2.890
H 0.337 -3.527 -4.458
H -0.699 -1.154 -3.991
F 4.803 4.447 -1.619
C 5.870 4.642 -0.823
C 5.672 4.885 0.524
C 6.773 5.081 1.348
C 8.056 5.042 0.813
C 8.240 4.800 -0.543
C 7.141 4.593 -1.366
H 4.665 4.920 0.920
H 6.632 5.266 2.406
H 8.915 5.199 1.456
H 9.240 4.774 -0.960
H 7.264 4.396 -2.424
F 2.033 -0.238 -5.548
C 1.031 0.197 -6.334
C 0.299 1.306 -5.948
C -0.733 1.758 -6.762
C -1.026 1.089 -7.946
C -0.285 -0.026 -8.319
C 0.753 -0.473 -7.512
H 0.536 1.809 -5.018
H -1.308 2.629 -6.473
H -1.833 1.440 -8.578
H -0.517 -0.548 -9.240
H 1.347 -1.335 -7.791
F 1.110 -4.149 3.878
C 1.653 -3.410 4.867
C 2.939 -2.923 4.721
C 3.497 -2.161 5.740
C 2.767 -1.906 6.895
C 1.477 -2.405 7.030
C 0.914 -3.156 6.006
H 3.496 -3.141 3.818
H 4.502 -1.769 5.635
H 3.205 -1.315 7.692
H 0.908 -2.208 7.931
H -0.093 -3.546 6.088
*
```

Summary:
Frontier orbital gap = 8.12 eV
SMILES = CCc1c(COc2ccccc2)c(CCC(F)=C(F)F)c2c(c1CCCCl)C(=O)c1c(COC)cccc1C2=O.Fc1ccccc1.Fc1ccccc1.Fc1ccccc1

***

No. 2
A molecular structure, C50H45N2O4P2Re. Source: OMol25; level of theory: the ωB97M-V functional and the def2-TZVPD basis.

Geometry as ORCA input:
```
! RIJCOSX wB97M-V def2-TZVPD def2/J DEFGRID3
* xyz 1 4
Re -0.350 -0.371 0.290
O 3.138 -0.054 0.928
C 3.225 -1.488 0.716
C 4.587 -1.895 1.231
C 4.906 -1.904 2.536
C 4.080 -1.548 3.674
C 2.719 -1.362 3.781
C 1.743 -1.558 2.787
C 0.397 -1.255 3.128
N -0.563 -0.949 2.310
C -1.927 -0.991 2.881
C -2.874 -0.434 1.841
N -2.365 -0.971 0.569
C -3.000 -1.964 0.017
C -2.407 -2.949 -0.803
C -3.243 -3.870 -1.489
C -2.721 -4.954 -2.128
C -1.325 -5.168 -2.046
C -0.499 -4.312 -1.367
C -1.009 -3.154 -0.749
O -0.161 -2.375 -0.121
H 5.320 -2.211 0.494
H 5.925 -2.181 2.784
H 4.634 -1.385 4.593
H 2.360 -0.987 4.738
H 0.147 -1.256 4.191
H -1.969 -0.430 3.818
H -2.184 -2.028 3.091
H -2.836 0.645 1.840
H -3.899 -0.749 2.033
H -4.050 -2.093 0.286
H -4.314 -3.688 -1.500
H -3.357 -5.645 -2.666
H -0.895 -6.040 -2.525
H 0.573 -4.484 -1.308
C 1.117 3.347 0.286
C -0.082 3.259 -0.648
P -1.272 1.888 -0.343
C -2.495 2.690 0.773
C -2.045 3.236 1.979
C -2.927 3.833 2.868
C -4.284 3.883 2.570
C -4.742 3.350 1.376
C -3.854 2.762 0.477
C -2.190 1.830 -1.919
C -3.132 0.825 -2.137
C -3.857 0.768 -3.315
C -3.649 1.720 -4.304
C -2.730 2.738 -4.094
C -2.006 2.797 -2.907
C 2.143 2.230 0.064
P 1.720 0.768 1.044
C 2.170 -2.220 1.529
C 1.906 -3.519 1.386
C 2.473 -4.456 0.424
C 2.979 -4.181 -0.784
C 2.988 -2.865 -1.406
C 3.017 -1.693 -0.771
C 1.775 1.476 2.726
C 0.629 1.638 3.502
C 0.706 2.174 4.781
C 1.939 2.555 5.294
C 3.087 2.407 4.522
C 3.009 1.866 3.244
H 0.786 3.344 1.322
H 1.599 4.314 0.141
H 0.270 3.128 -1.672
H -0.664 4.180 -0.605
H -0.997 3.198 2.234
H -2.556 4.259 3.794
H -4.978 4.346 3.262
H -5.796 3.397 1.130
H -4.233 2.367 -0.455
H -3.288 0.067 -1.390
H -4.572 -0.031 -3.467
H -4.202 1.670 -5.234
H -2.566 3.492 -4.854
H -1.316 3.619 -2.772
H 3.133 2.550 0.388
H 2.203 1.922 -0.979
H 1.258 -3.961 2.135
H 2.428 -5.499 0.719
H 3.309 -5.016 -1.393
H 2.932 -2.840 -2.491
H 2.919 -0.775 -1.343
H -0.331 1.331 3.108
H -0.194 2.291 5.377
H 2.007 2.968 6.293
H 4.049 2.708 4.919
H 3.912 1.734 2.660
O -0.930 -1.127 -2.517
C 0.018 -0.365 -2.586
O 0.512 0.261 -1.532
C 0.696 -0.053 -3.879
C 1.606 0.996 -3.971
C 2.185 1.314 -5.192
C 1.859 0.575 -6.323
C 0.957 -0.480 -6.231
C 0.371 -0.792 -5.012
H 1.856 1.562 -3.082
H 2.888 2.134 -5.264
H 2.309 0.821 -7.277
H 0.708 -1.057 -7.113
H -0.346 -1.599 -4.919
*
```

Summary:
Frontier orbital gap (spin up / spin down) = 7.29 / 5.11 eV

***

No. 3
A molecular structure, C50H46MgN6O12 in a non-equilibrium geometry. Source: OMol25; level of theory: the ωB97M-V functional and the def2-TZVPD basis.

Geometry as ORCA input:
```
! RIJCOSX wB97M-V def2-TZVPD def2/J DEFGRID3
* xyz 0 1
Mg -6.533 -4.367 0.468
C -9.535 -0.605 1.402
C -10.564 -1.713 1.010
C -11.804 -1.200 0.204
O -10.038 -2.814 0.338
H -9.029 -0.324 0.478
H -8.885 -0.998 2.183
H -9.994 0.279 1.845
H -10.921 -2.025 1.992
H -12.358 -0.552 0.884
H -12.286 -2.109 -0.154
H -11.571 -0.647 -0.707
C -2.219 -0.469 -0.631
C -3.430 -1.324 -0.409
O -4.283 -1.664 -1.247
O -3.544 -2.051 0.593
H -2.501 0.569 -0.456
H -1.801 -0.742 -1.600
H -1.391 -0.761 0.015
C 2.283 3.583 -4.428
C 2.001 2.547 -5.311
C 0.645 2.425 -5.633
C -0.277 3.314 -5.210
C 0.081 4.518 -4.529
C 1.380 4.546 -3.955
C -0.819 5.628 -4.287
O -0.439 6.623 -3.630
C -2.080 5.572 -5.016
C -2.826 6.783 -5.113
C -4.011 6.774 -5.821
C -4.515 5.636 -6.366
C -3.844 4.401 -6.099
C -2.604 4.371 -5.508
C -1.703 3.082 -5.597
O -1.961 2.099 -6.251
H 3.241 3.557 -3.929
H 2.705 1.776 -5.586
H 0.424 1.590 -6.282
H 1.788 5.297 -3.294
H -2.392 7.618 -4.582
H -4.641 7.640 -5.968
H -5.434 5.493 -6.915
H -4.273 3.508 -6.529
C 9.326 5.621 8.101
C 8.507 6.701 8.157
C 7.200 6.745 7.684
C 6.710 5.474 7.226
C 7.562 4.368 7.103
C 8.879 4.449 7.564
C 7.086 3.025 6.584
O 7.783 1.977 6.633
C 5.781 3.076 5.786
C 5.422 2.072 4.900
C 4.221 1.917 4.263
C 3.427 3.035 4.268
C 3.661 4.115 5.127
C 4.904 4.218 5.752
C 5.301 5.414 6.621
O 4.638 6.442 6.541
H 10.352 5.663 8.435
H 8.894 7.628 8.553
H 6.660 7.678 7.617
H 9.636 3.689 7.440
H 6.067 1.207 4.849
H 3.921 1.207 3.507
H 2.473 3.024 3.761
H 2.932 4.901 5.256
C 9.997 -3.990 0.800
C 10.021 -3.523 -0.495
C 8.788 -3.530 -1.187
C 7.556 -3.785 -0.584
C 7.608 -4.088 0.784
C 8.832 -4.246 1.454
C 6.429 -4.468 1.585
O 6.610 -4.755 2.782
C 5.131 -4.477 0.880
C 3.885 -4.791 1.580
C 2.692 -4.764 0.919
C 2.627 -4.522 -0.406
C 3.837 -4.221 -1.080
C 5.104 -4.143 -0.465
C 6.293 -3.881 -1.315
O 6.163 -3.819 -2.540
H 10.899 -3.935 1.392
H 10.946 -3.177 -0.932
H 8.819 -3.572 -2.266
H 8.982 -4.656 2.441
H 3.804 -4.990 2.639
H 1.813 -5.207 1.362
H 1.677 -4.625 -0.910
H 3.669 -3.997 -2.123
C -8.770 0.274 -5.113
O -9.664 0.544 -5.882
N -7.747 -0.444 -5.392
N -8.574 0.713 -3.857
H -7.108 -0.513 -4.612
H -7.667 -1.160 -6.100
H -9.267 1.344 -3.481
H -7.708 0.491 -3.387
C -5.952 -5.702 5.483
O -6.290 -5.695 4.270
N -4.919 -5.098 5.956
N -6.641 -6.184 6.497
H -4.336 -4.371 5.568
H -4.932 -5.184 6.963
H -6.623 -5.625 7.338
H -7.413 -6.831 6.422
C -2.029 -5.360 -6.191
O -1.314 -5.151 -7.139
N -2.751 -4.464 -5.500
N -2.413 -6.565 -5.853
H -3.554 -4.784 -4.977
H -2.643 -3.527 -5.860
H -2.278 -7.305 -6.527
H -2.978 -6.749 -5.037
*
```

Summary:
Frontier orbital gap = 3.04 eV

***

No. 4
A molecular structure, C50H47F5N4O2P2SSi2Y. Source: OMol25; level of theory: the ωB97M-V functional and the def2-TZVPD basis.

Geometry as ORCA input:
```
! RIJCOSX wB97M-V def2-TZVPD def2/J DEFGRID3
* xyz -1 1
Y 0.249 -0.174 -0.735
C -2.592 2.438 2.110
Si -0.766 2.696 1.692
C 0.034 3.479 3.214
C -0.778 4.032 0.367
N -0.040 1.230 1.211
P 0.917 0.217 2.055
C 0.912 -1.319 1.418
P -0.394 -2.340 1.265
N -1.438 -1.811 0.148
Si -2.942 -2.247 -0.522
C -3.504 -4.018 -0.209
C -2.994 -2.077 -2.402
C -4.324 -1.131 0.168
C -1.225 -2.801 2.834
C -0.429 -3.270 3.879
C -0.989 -3.589 5.104
C -2.358 -3.446 5.302
C -3.157 -2.978 4.271
C -2.589 -2.656 3.043
C 0.264 -3.980 0.770
C 1.526 -4.052 0.186
C 2.024 -5.264 -0.271
C 1.273 -6.423 -0.133
C 0.025 -6.366 0.471
C -0.474 -5.150 0.919
C 2.613 0.887 1.920
C 2.825 2.046 0.992
C 4.285 2.392 0.679
C 5.340 1.738 1.514
C 5.028 0.736 2.332
C 3.649 0.267 2.488
C 0.451 0.343 3.824
C -0.912 0.243 4.101
C -1.384 0.322 5.401
C -0.492 0.502 6.450
C 0.865 0.613 6.186
C 1.333 0.540 4.880
H -3.136 3.387 2.136
H -3.048 1.790 1.358
H -2.722 1.950 3.080
H -0.252 4.533 3.286
H -0.281 2.980 4.133
H 1.126 3.432 3.178
H -1.242 4.930 0.786
H 0.220 4.301 0.014
H -1.365 3.729 -0.501
H -2.801 -4.731 -0.646
H -3.615 -4.252 0.852
H -4.477 -4.168 -0.688
H -2.702 -3.024 -2.865
H -4.018 -1.860 -2.725
H -2.330 -1.309 -2.803
H -4.909 -1.642 0.938
H -3.899 -0.232 0.622
H -5.028 -0.823 -0.611
H 0.640 -3.366 3.722
H -0.358 -3.943 5.910
H -2.796 -3.692 6.262
H -4.224 -2.858 4.420
H -3.212 -2.269 2.249
H 2.114 -3.143 0.115
H 3.003 -5.303 -0.732
H 1.660 -7.369 -0.491
H -0.563 -7.268 0.593
H -1.445 -5.117 1.397
H 2.179 2.889 1.237
H 4.464 3.473 0.615
H 6.363 2.083 1.415
H 5.802 0.240 2.908
H 3.480 -0.631 3.072
H -1.608 0.123 3.281
H -2.446 0.237 5.593
H -0.855 0.564 7.469
H 1.565 0.769 6.999
H 2.391 0.656 4.683
O 4.200 1.825 -0.641
C 2.750 1.595 -0.531
O 2.352 0.365 -0.787
C 2.022 2.571 -1.455
C 2.608 3.730 -1.945
C 1.905 4.504 -2.852
C 0.641 4.095 -3.245
C 0.127 2.935 -2.694
N 0.790 2.193 -1.811
H 3.615 3.977 -1.640
H 2.346 5.403 -3.264
H 0.063 4.652 -3.970
H -0.853 2.574 -2.980
N -1.947 0.931 -1.275
C -2.999 1.262 -1.583
C -4.319 1.671 -1.964
C -4.838 1.215 -3.174
C -6.119 1.591 -3.542
C -6.868 2.412 -2.709
C -6.343 2.863 -1.505
C -5.064 2.495 -1.124
H -4.239 0.569 -3.802
H -6.534 1.240 -4.477
H -7.870 2.701 -2.999
H -6.932 3.500 -0.859
H -4.641 2.829 -0.186
F 0.722 -5.811 -5.698
C 0.619 -4.559 -5.227
C 0.288 -4.330 -3.905
F 0.052 -5.365 -3.090
C 0.187 -3.032 -3.444
F -0.162 -2.863 -2.156
C 0.392 -1.909 -4.242
S 0.265 -0.279 -3.645
C 0.718 -2.187 -5.572
F 0.931 -1.185 -6.435
C 0.834 -3.475 -6.059
F 1.152 -3.686 -7.346
*
```

Summary:
Energy relative to the best compared isomer or geometry (same formula, charge and spin) = 2.432 eV
Frontier orbital gap = 6.29 eV